This record from the Open Molecules 2025 dataset describes a molecular structure, C10H10CoN2O4 in a non-equilibrium geometry. The level of theory is ωB97M-V/def2-TZVPD.

Structure (XYZ):
```
27
Properties=species:S:1:pos:R:3:lowdin_charge:R:1
Co 0.19311 -0.17948 -1.74218 0.12
O 0.35877 2.59145 -0.81247 0.23
C 0.29773 1.48148 -1.12828 -0.12
C 0.15054 -1.84772 -1.12742 -0.11
O 0.16088 -2.95714 -0.80121 0.23
C 1.86843 -0.26717 -1.26748 -0.13
O 2.97157 -0.32470 -0.91893 0.22
C -1.52276 -0.07645 -1.46741 -0.08
O -2.65693 0.03529 -1.28320 0.25
C 0.25124 0.59027 -3.48682 -0.11
H -0.64189 1.17113 -3.76545 0.12
H 1.20527 1.06236 -3.76427 0.12
C 0.17726 -0.83693 -3.50812 -0.12
H 1.08006 -1.39609 -3.80200 0.12
H -0.77069 -1.31682 -3.80493 0.12
C -1.52829 1.53609 2.30304 0.06
C -0.51908 0.48276 2.47697 -0.28
N 0.12352 -0.14822 1.50079 0.17
C 0.96217 -1.06396 2.10670 0.03
C 0.83063 -0.98067 3.47286 0.12
N -0.11769 0.00443 3.69873 0.19
H -2.47073 1.25525 2.79107 0.13
H -1.17806 2.48618 2.73056 0.13
H -1.67645 1.62891 1.21992 0.09
H 1.58741 -1.72687 1.53276 0.14
H 1.33161 -1.53126 4.25788 0.17
H -0.46762 0.32790 4.58888 0.20
```

## Properties
Energy relative to the best compared isomer or geometry (same formula, charge and spin)   66.7 kcal per mole
Spin multiplicity   4
Expectation value of S²   3.775
HOMO level (alpha / beta)   -12.9 / -18.6 eV
Frontier orbital gap (alpha / beta)   5.90 / 7.17 eV
Net charge   +2